No. 1
Entry from OMol25: a molecular structure, C34H52ClN3NaS3Sb (ωB97M-V/def2-TZVPD).

Its lowest unoccupied orbital energy is 3.56 eV. As for the charge: -2. For the gap between HOMO and LUMO, the calculation gives 0.155 Ha.

Geometry (Å):
1 Na -2.282 0.363 -0.936
2 C -0.760 -2.189 0.762
3 N -2.091 -1.596 0.638
4 C -3.052 -2.461 -0.035
5 C -2.655 -2.820 -1.463
6 N -2.612 -1.680 -2.389
7 C -1.316 -1.570 -3.059
8 C -3.720 -1.666 -3.313
9 C -3.762 -2.621 -4.324
10 C -4.818 -2.698 -5.218
11 C -5.861 -1.789 -5.085
12 C -5.824 -0.831 -4.092
13 C -4.757 -0.718 -3.179
14 S -4.785 0.549 -1.978
15 C -2.542 -1.131 1.929
16 C -3.212 -1.996 2.787
17 C -3.623 -1.601 4.052
18 C -3.346 -0.305 4.465
19 C -2.672 0.560 3.624
20 C -2.241 0.189 2.339
21 S -1.353 1.334 1.365
22 H -0.140 -1.535 1.374
23 H -0.263 -2.273 -0.205
24 H -0.806 -3.187 1.229
25 H -4.013 -1.940 -0.054
26 H -3.193 -3.420 0.495
27 H -3.380 -3.563 -1.816
28 H -1.677 -3.308 -1.460
29 H -1.066 -2.447 -3.675
30 H -0.523 -1.461 -2.320
31 H -1.309 -0.687 -3.696
32 H -2.946 -3.330 -4.401
33 H -4.828 -3.453 -5.996
34 H -6.710 -1.832 -5.759
35 H -6.634 -0.118 -3.993
36 H -3.421 -3.007 2.465
37 H -4.140 -2.297 4.701
38 H -3.658 0.034 5.447
39 H -2.455 1.571 3.942
40 S -0.636 2.040 -3.739
41 C -2.023 2.854 -4.149
42 N -2.812 3.393 -3.163
43 C -3.988 4.033 -3.363
44 C -4.470 4.215 -4.617
45 C -3.717 3.677 -5.692
46 C -2.547 3.020 -5.471
47 H -2.502 3.195 -2.219
48 H -4.499 4.368 -2.472
49 H -5.405 4.728 -4.774
50 H -4.095 3.770 -6.703
51 H -1.979 2.582 -6.277
52 C 3.433 -1.696 4.060
53 C 3.131 -0.214 3.872
54 C 1.745 0.035 4.461
55 C 4.156 0.615 4.631
56 Sb 2.725 0.009 1.516
57 C 4.745 -0.686 0.807
58 C 4.600 -2.199 0.631
59 C 5.908 -0.416 1.757
60 C 5.090 -0.075 -0.551
61 C 2.973 2.234 1.425
62 C 4.385 2.719 1.734
63 C 2.016 2.849 2.445
64 C 2.571 2.726 0.040
65 H 3.289 -1.993 5.113
66 H 4.457 -1.958 3.790
67 H 2.762 -2.316 3.457
68 H 1.732 -0.217 5.535
69 H 0.985 -0.583 3.972
70 H 1.415 1.068 4.361
71 H 4.198 0.310 5.693
72 H 3.900 1.677 4.623
73 H 5.165 0.512 4.229
74 H 4.302 -2.691 1.559
75 H 5.564 -2.628 0.317
76 H 3.858 -2.438 -0.132
77 H 5.811 -0.968 2.690
78 H 6.018 0.639 1.998
79 H 6.842 -0.745 1.278
80 H 4.240 -0.085 -1.226
81 H 5.904 -0.654 -1.013
82 H 5.441 0.954 -0.453
83 H 4.753 2.332 2.683
84 H 4.383 3.817 1.800
85 H 5.093 2.442 0.953
86 H 2.352 2.666 3.467
87 H 1.000 2.468 2.343
88 H 1.987 3.939 2.299
89 H 3.213 2.320 -0.741
90 H 2.644 3.824 0.013
91 H 1.544 2.449 -0.201
92 Cl 2.109 -1.653 -1.961
93 C 1.856 -0.039 -1.076
94 H 0.772 -0.005 -0.884
95 H 2.050 0.713 -1.848


No. 2
Entry from OMol25: a molecular structure, C34H52F36N9O25S12 in a non-equilibrium geometry (ωB97M-V/def2-TZVPD).

Its lowest unoccupied orbital energy is 2.26 eV. As for the charge: -3. For the gap between HOMO and LUMO, the calculation gives 0.212 Ha.

Geometry (Å):
1 C 2.354 -4.634 5.933
2 C 1.483 -3.558 5.228
3 C 2.304 -2.472 4.528
4 O 1.520 -1.375 3.991
5 C 2.330 -0.285 3.496
6 N 0.679 -4.210 4.090
7 H 1.323 -4.680 3.470
8 H 0.024 -4.837 4.535
9 H 0.153 -3.550 3.535
10 H 1.695 -5.344 6.433
11 H 2.970 -4.166 6.700
12 H 2.971 -5.281 5.309
13 H 0.761 -3.196 5.959
14 H 3.056 -2.918 3.876
15 H 2.908 -1.970 5.283
16 H 2.836 0.388 4.189
17 H 1.628 0.430 3.068
18 H 3.060 -0.648 2.772
19 C -2.227 -0.903 -0.809
20 C -1.160 0.013 -0.375
21 C -0.041 0.179 -1.428
22 N 1.316 0.860 -0.959
23 C 1.071 1.935 0.178
24 C 2.332 2.774 0.501
25 C 2.851 3.495 -0.760
26 C 3.124 2.513 -1.923
27 C 1.986 1.460 -2.232
28 C 2.163 -0.353 -0.462
29 H -2.569 -0.866 -1.843
30 H -3.121 -0.730 -0.210
31 H -1.966 -1.962 -0.791
32 H -0.881 -0.299 0.631
33 H -1.616 0.990 -0.216
34 H -0.359 0.883 -2.198
35 H 0.198 -0.677 -2.059
36 H 0.219 2.536 -0.138
37 H 0.718 1.484 1.105
38 H 2.227 3.443 1.355
39 H 3.126 2.113 0.849
40 H 1.995 4.132 -0.982
41 H 3.750 4.064 -0.523
42 H 3.263 3.111 -2.824
43 H 4.086 2.035 -1.738
44 H 1.269 2.025 -2.826
45 H 2.292 0.583 -2.803
46 H 1.896 -0.884 0.451
47 H 3.086 0.192 -0.262
48 H 2.274 -0.981 -1.346
49 C -2.419 -3.470 2.055
50 C -2.691 -2.349 3.077
51 C -4.122 -1.726 2.954
52 N -4.465 -0.586 3.896
53 C -4.448 -1.085 5.395
54 C -5.171 -0.162 6.406
55 C -6.511 0.407 6.003
56 C -6.477 1.071 4.623
57 C -5.907 0.020 3.577
58 C -3.465 0.580 3.706
59 H -3.264 -4.156 2.119
60 H -1.473 -3.963 2.278
61 H -2.416 -3.144 1.015
62 H -2.006 -1.579 2.723
63 H -2.417 -2.540 4.115
64 H -4.859 -2.505 3.152
65 H -4.193 -1.277 1.964
66 H -5.057 -1.989 5.414
67 H -3.402 -1.282 5.633
68 H -5.170 -0.677 7.366
69 H -4.523 0.681 6.648
70 H -7.262 -0.382 6.045
71 H -6.766 1.191 6.715
72 H -7.446 1.386 4.237
73 H -5.954 2.021 4.726
74 H -6.600 -0.818 3.501
75 H -5.763 0.525 2.622
76 H -2.417 0.281 3.724
77 H -3.770 1.444 4.296
78 H -3.609 0.905 2.675
79 C 0.006 5.096 -3.462
80 F 1.230 4.531 -3.485
81 F -0.831 4.043 -3.599
82 F -0.159 5.747 -2.303
83 S -0.174 6.303 -5.020
84 O -0.053 7.637 -4.484
85 O 0.907 6.038 -5.936
86 N -1.698 5.851 -5.670
87 S -2.731 6.764 -4.968
88 O -2.504 6.770 -3.523
89 O -2.891 8.066 -5.663
90 C -4.456 5.705 -5.125
91 F -5.267 6.195 -4.204
92 F -4.979 5.791 -6.385
93 F -4.135 4.386 -4.899
94 C 7.051 -4.135 -7.632
95 F 7.301 -2.939 -8.194
96 F 5.730 -4.282 -7.869
97 F 7.838 -5.061 -8.239
98 S 7.477 -4.116 -5.760
99 O 7.522 -5.504 -5.446
100 O 8.810 -3.514 -5.531
101 N 6.273 -3.082 -5.093
102 S 5.469 -4.088 -4.293
103 O 4.728 -5.114 -5.080
104 O 6.077 -4.546 -3.079
105 C 3.992 -2.964 -3.688
106 F 4.446 -1.732 -3.165
107 F 3.208 -2.716 -4.705
108 F 3.352 -3.630 -2.731
109 C 4.124 -3.671 0.479
110 F 5.113 -4.521 0.193
111 F 4.366 -3.139 1.673
112 F 4.030 -2.702 -0.408
113 S 2.361 -4.520 0.553
114 O 1.360 -3.421 0.601
115 O 2.188 -5.318 -0.620
116 N 2.338 -5.352 2.146
117 S 2.570 -6.797 1.665
118 O 1.338 -7.337 1.094
119 O 3.813 -7.057 0.964
120 C 2.875 -7.643 3.286
121 F 2.927 -8.974 3.059
122 F 3.935 -7.240 3.864
123 F 1.806 -7.495 4.082
124 C 6.182 3.381 1.289
125 F 6.110 2.574 0.215
126 F 7.352 4.150 1.347
127 F 5.185 4.273 1.184
128 S 6.055 2.361 2.940
129 O 6.582 3.194 3.988
130 O 4.603 2.033 3.028
131 N 7.126 1.055 2.557
132 S 6.219 -0.172 2.237
133 O 5.473 -0.660 3.393
134 O 5.342 0.059 1.068
135 C 7.385 -1.631 1.629
136 F 6.867 -2.285 0.545
137 F 8.603 -1.143 1.347
138 F 7.371 -2.515 2.656
139 C -3.636 3.383 -1.298
140 F -2.477 2.624 -1.421
141 F -3.209 4.637 -1.547
142 F -4.597 3.053 -2.188
143 S -4.147 3.163 0.544
144 O -4.899 1.898 0.515
145 O -2.874 3.032 1.220
146 N -5.016 4.607 0.747
147 S -5.172 4.829 2.200
148 O -5.458 3.656 3.042
149 O -4.134 5.698 2.771
150 C -6.880 5.940 2.207
151 F -6.564 7.125 1.653
152 F -7.777 5.386 1.398
153 F -7.383 6.159 3.435
154 C -1.519 0.536 -5.120
155 F -0.974 -0.440 -4.453
156 F -1.384 1.672 -4.403
157 F -0.956 0.748 -6.312
158 S -3.453 0.171 -5.421
159 O -3.582 -1.256 -5.837
160 O -4.139 0.445 -4.171
161 N -3.879 1.412 -6.601
162 S -5.180 0.913 -7.133
163 O -5.087 -0.082 -8.212
164 O -6.278 0.698 -6.173
165 C -5.841 2.569 -8.030
166 F -4.952 2.806 -8.936
167 F -7.055 2.420 -8.616
168 F -5.947 3.531 -7.103


No. 3
Entry from OMol25: a molecular structure, C34H52FN2O2PtS2Si4Te (ωB97M-V/def2-TZVPD).

Its lowest unoccupied orbital energy is 1.72 eV. The energy relative to the best compared isomer or geometry (same formula, charge and spin) comes out at 40.3 kJ/mol. As for the charge: -1. For the gap between HOMO and LUMO, the calculation gives 0.217 Ha.

Geometry (Å):
1 Pt -1.015 -0.237 0.304
2 C 0.369 -4.876 -0.051
3 C -0.371 -3.654 0.488
4 C -0.433 -3.684 2.018
5 C -1.761 -3.523 -0.099
6 C -2.699 -4.508 0.187
7 C -3.997 -4.411 -0.281
8 C -4.360 -3.302 -1.028
9 C -3.450 -2.297 -1.345
10 C -3.979 -1.117 -2.131
11 C -3.112 -0.673 -3.297
12 C -4.312 0.046 -1.202
13 C -2.130 -2.424 -0.892
14 N -1.121 -1.483 -1.242
15 C -0.255 -1.855 -2.238
16 C -0.553 -2.889 -3.148
17 C 0.317 -3.275 -4.152
18 C 1.539 -2.638 -4.312
19 C 1.860 -1.609 -3.439
20 C 0.985 -1.235 -2.442
21 F 1.380 -0.235 -1.613
22 H 1.355 -4.948 0.410
23 H 0.501 -4.817 -1.133
24 H -0.174 -5.795 0.177
25 H 0.203 -2.766 0.205
26 H -0.860 -4.621 2.381
27 H -1.044 -2.867 2.406
28 H 0.570 -3.582 2.433
29 H -2.405 -5.358 0.790
30 H -4.720 -5.186 -0.066
31 H -5.378 -3.207 -1.387
32 H -4.928 -1.472 -2.552
33 H -2.221 -0.151 -2.954
34 H -3.683 0.002 -3.932
35 H -2.796 -1.519 -3.907
36 H -3.429 0.358 -0.629
37 H -5.093 -0.230 -0.492
38 H -4.658 0.910 -1.775
39 H -1.501 -3.400 -3.050
40 H 0.027 -4.079 -4.815
41 H 2.232 -2.938 -5.086
42 H 2.798 -1.075 -3.503
43 C 0.292 5.768 0.419
44 Si -0.677 5.639 -1.184
45 C 0.595 5.405 -2.551
46 C -1.554 7.289 -1.427
47 Si -2.161 3.805 -1.190
48 Te -0.417 2.120 -0.539
49 Si -3.915 4.291 0.281
50 C -4.994 5.579 -0.581
51 C -4.967 2.799 0.675
52 C -3.259 5.050 1.861
53 Si -2.885 3.636 -3.428
54 C -4.614 2.912 -3.641
55 C -1.638 2.675 -4.450
56 C -3.026 5.359 -4.189
57 H 1.073 6.523 0.301
58 H 0.763 4.819 0.668
59 H -0.330 6.053 1.263
60 H 1.325 6.218 -2.511
61 H 0.158 5.388 -3.546
62 H 1.125 4.463 -2.412
63 H -0.810 8.084 -1.496
64 H -2.203 7.511 -0.580
65 H -2.160 7.312 -2.327
66 H -5.484 5.162 -1.460
67 H -4.408 6.437 -0.908
68 H -5.770 5.939 0.097
69 H -5.482 2.417 -0.203
70 H -5.713 3.069 1.426
71 H -4.356 1.999 1.089
72 H -2.415 5.709 1.675
73 H -2.928 4.271 2.543
74 H -4.043 5.633 2.349
75 H -4.612 1.821 -3.634
76 H -5.007 3.242 -4.605
77 H -5.301 3.247 -2.866
78 H -1.142 1.908 -3.863
79 H -0.863 3.345 -4.825
80 H -2.122 2.202 -5.305
81 H -3.767 5.965 -3.669
82 H -3.348 5.258 -5.228
83 H -2.087 5.904 -4.180
84 O -3.055 -0.107 3.534
85 S -1.959 0.809 3.393
86 O -2.258 2.190 3.144
87 N -0.863 0.227 2.307
88 C 0.325 -0.112 2.850
89 S 1.586 -0.737 1.993
90 C 0.338 0.139 4.323
91 C 1.362 -0.097 5.226
92 C 1.141 0.211 6.560
93 C -0.078 0.739 6.983
94 C -1.109 0.967 6.079
95 C -0.862 0.655 4.757
96 H 2.299 -0.507 4.872
97 H 1.925 0.037 7.285
98 H -0.225 0.973 8.030
99 H -2.060 1.373 6.393


No. 4
Entry from OMol25: a molecular structure, C34H52FeN2OP in a non-equilibrium geometry (ωB97M-V/def2-TZVPD).

Its lowest unoccupied orbital energy (alpha / beta) is 0.54 / 0.37 eV. As for the multiplicity: 6. For the gap between HOMO and LUMO (alpha / beta), the calculation gives 0.257 / 0.245 Ha.

Geometry (Å):
1 C -0.708 1.402 -1.385
2 C 0.571 2.006 -1.177
3 C 1.574 1.045 -1.428
4 H 0.709 3.063 -0.954
5 C 0.946 -0.185 -1.779
6 C -0.470 0.020 -1.798
7 H 1.418 -1.108 -2.114
8 C -0.957 0.729 2.369
9 C -0.406 1.904 1.759
10 C 0.989 1.684 1.582
11 H -0.950 2.831 1.589
12 C 1.276 0.317 1.878
13 C 0.047 -0.296 2.349
14 H 2.645 1.239 -1.434
15 H -1.193 -0.658 -2.238
16 H -1.659 1.924 -1.400
17 H -0.061 -1.306 2.738
18 H 1.723 2.463 1.362
19 H -1.905 0.669 2.880
20 Fe -0.539 0.153 0.337
21 C 2.591 -0.424 1.824
22 C 2.736 -1.216 3.141
23 C 3.794 0.518 1.686
24 H 2.607 -0.538 4.002
25 H 3.716 -1.693 3.223
26 H 1.973 -1.998 3.221
27 H 3.831 1.263 2.495
28 H 3.784 1.063 0.734
29 H 4.717 -0.074 1.720
30 C 2.535 -1.329 0.541
31 C 3.432 -2.542 0.494
32 H 2.801 -0.724 -0.332
33 H 1.514 -1.764 0.435
34 O 3.436 -3.313 1.457
35 N 4.178 -2.762 -0.665
36 C 3.659 -2.593 -2.045
37 H 4.750 -3.595 -0.573
38 C 4.065 -1.293 -2.710
39 C 3.539 -0.942 -3.963
40 H 2.842 -1.626 -4.456
41 C 3.895 0.267 -4.568
42 H 3.460 0.545 -5.532
43 C 4.811 1.122 -3.935
44 H 5.087 2.073 -4.401
45 C 5.383 0.746 -2.713
46 H 6.107 1.389 -2.209
47 C 5.029 -0.474 -2.117
48 H 5.502 -0.817 -1.195
49 H 2.563 -2.716 -2.064
50 H 4.057 -3.425 -2.652
51 C -5.986 -0.671 -1.556
52 C -4.690 0.131 -1.292
53 C -3.866 0.143 -2.587
54 C -5.058 1.596 -0.990
55 P -3.739 -0.651 0.148
56 N -2.190 -0.146 0.241
57 C -4.536 -0.094 1.754
58 C -6.067 -0.251 1.709
59 C -3.984 -0.949 2.904
60 C -4.186 1.393 2.001
61 C -3.594 -2.524 -0.019
62 C -4.934 -3.205 0.337
63 C -3.177 -2.840 -1.466
64 C -2.488 -3.075 0.900
65 H -6.581 -0.110 -2.293
66 H -6.599 -0.782 -0.656
67 H -5.784 -1.662 -1.981
68 H -4.446 0.678 -3.359
69 H -2.917 0.676 -2.450
70 H -3.678 -0.863 -2.978
71 H -5.832 1.689 -0.221
72 H -4.171 2.185 -0.713
73 H -5.470 2.039 -1.911
74 H -6.370 -1.279 1.474
75 H -6.449 -0.014 2.714
76 H -6.544 0.439 1.004
77 H -2.888 -0.981 2.906
78 H -4.306 -0.494 3.855
79 H -4.383 -1.972 2.882
80 H -3.175 1.628 1.651
81 H -4.886 2.069 1.498
82 H -4.233 1.608 3.080
83 H -5.765 -2.859 -0.288
84 H -4.827 -4.289 0.172
85 H -5.208 -3.065 1.392
86 H -2.324 -2.220 -1.781
87 H -2.844 -3.889 -1.518
88 H -4.000 -2.729 -2.185
89 H -1.536 -2.552 0.742
90 H -2.752 -3.023 1.962
91 H -2.334 -4.137 0.648


Number 1: electronic energy -3548.33469 Eh. Number 2: electronic energy -12073.61774 Eh. Number 3: electronic energy -4028.51884 Eh. Number 4: electronic energy -3116.42265 Eh.